(1)
DFT (wB97M-V/def2-TZVPD) results for a structure of composition C27H29CaF6N2O5S2Te2.

Values from the calculation:
energy relative to the best compared isomer or geometry (same formula, charge and spin)	0.0	kcal per mole
DFT total energy	-112688.698	eV
HOMO energy (alpha / beta)	-7.4922 / -7.8850	eV
2S+1	2

Element x y z (Å)
1 Ca 0.248 0.342 2.854
2 F 2.536 3.057 6.830
3 C 2.535 1.756 6.582
4 F 1.639 1.155 7.353
5 F 3.735 1.251 6.814
6 S 2.062 1.452 4.830
7 O 0.715 1.990 4.653
8 O 2.089 0.006 4.601
9 N 3.175 2.246 4.079
10 S 3.454 1.860 2.565
11 O 2.231 1.435 1.877
12 O 4.631 1.086 2.359
13 C 3.798 3.528 1.875
14 F 4.069 3.394 0.580
15 F 2.740 4.321 2.018
16 F 4.839 4.071 2.492
17 C -0.282 -2.255 -6.857
18 C -0.492 -1.707 -5.471
19 C -0.544 -2.544 -4.366
20 C -0.726 -2.053 -3.077
21 C -0.772 -3.043 -1.941
22 C -0.846 -0.668 -2.890
23 Te -1.137 0.105 -0.899
24 N -1.688 0.036 1.461
25 C -1.976 -1.045 2.151
26 O -1.431 -1.151 3.314
27 C -2.789 -2.172 1.622
28 C -3.745 -1.969 0.631
29 C -4.451 -3.046 0.118
30 C -4.196 -4.328 0.587
31 C -3.251 -4.532 1.583
32 C -2.556 -3.453 2.109
33 C 0.777 -0.564 -0.266
34 C 0.856 -1.589 0.684
35 C 2.086 -2.046 1.146
36 C 3.252 -1.513 0.615
37 C 3.172 -0.536 -0.359
38 C 1.951 -0.026 -0.800
39 C 1.939 1.098 -1.796
40 C -0.826 0.195 -3.994
41 C -0.989 1.695 -3.907
42 C -0.643 -0.344 -5.265
43 H -0.320 -3.343 -6.860
44 H 0.691 -1.952 -7.250
45 H -1.042 -1.884 -7.545
46 H -0.448 -3.616 -4.510
47 H -0.953 -4.047 -2.322
48 H -1.558 -2.802 -1.221
49 H 0.176 -3.057 -1.398
50 H -3.937 -0.965 0.276
51 H -5.200 -2.886 -0.647
52 H -4.741 -5.170 0.179
53 H -3.058 -5.531 1.952
54 H -1.826 -3.584 2.897
55 H -0.047 -2.078 1.026
56 H 2.126 -2.839 1.883
57 H 4.218 -1.849 0.967
58 H 4.085 -0.112 -0.760
59 H 2.943 1.498 -1.935
60 H 1.286 1.906 -1.456
61 H 1.565 0.757 -2.763
62 H -1.174 2.044 -2.894
63 H -1.819 2.020 -4.535
64 H -0.090 2.197 -4.271
65 H -0.624 0.329 -6.117
66 C -0.690 5.516 1.603
67 Te -0.659 3.464 1.047
68 C -2.762 3.267 0.797
69 H -1.184 5.649 2.561
70 H -1.191 6.085 0.825
71 H 0.349 5.832 1.676
72 H -3.056 3.599 -0.194
73 H -3.268 3.847 1.565
74 H -2.980 2.210 0.933

---

(2)
DFT (wB97M-V/def2-TZVPD) results for a cluster of 2 separate species, C10H15NO in total.

Values from the calculation:
energy relative to the best compared isomer or geometry (same formula, charge and spin)	12.7	kcal per mole
DFT total energy	-14151.026	eV
SMILES	Cc1ccccc1.CCC(N)=O
HOMO energy	-9.1145	eV
2S+1	1

Element x y z (Å)
1 C -1.733 -0.825 -3.540
2 C -1.302 0.261 -2.606
3 C -0.877 0.075 -1.303
4 C -0.605 1.171 -0.485
5 C -0.643 2.467 -0.974
6 C -0.980 2.667 -2.325
7 C -1.317 1.576 -3.095
8 H -1.843 -1.814 -3.102
9 H -1.020 -0.942 -4.360
10 H -2.690 -0.592 -4.003
11 H -0.900 -0.929 -0.880
12 H -0.615 1.042 0.592
13 H -0.171 3.240 -0.384
14 H -0.963 3.705 -2.644
15 H -1.514 1.789 -4.144
16 C -0.112 -2.311 3.291
17 C 0.935 -1.218 3.560
18 C 1.881 -1.030 2.403
19 N 1.815 0.165 1.755
20 O 2.584 -1.945 1.996
21 H 0.219 -2.885 2.430
22 H -1.040 -1.845 2.960
23 H -0.289 -2.926 4.170
24 H 0.448 -0.280 3.821
25 H 1.538 -1.394 4.445
26 H 2.422 0.472 1.002
27 H 1.149 0.864 2.038

---

(3)
DFT (wB97M-V/def2-TZVPD) results for a cluster of 7 separate species, C14H24N6O in total.

Values from the calculation:
energy relative to the best compared isomer or geometry (same formula, charge and spin)	0.0	kcal per mole
DFT total energy	-25888.156	eV
SMILES	CC#N.CC#N.CC#N.CC#N.CC#N.CC#N.CCO
HOMO energy	-10.0552	eV
2S+1	1

Element x y z (Å)
1 C 1.809 1.105 3.820
2 C 3.031 1.570 3.176
3 N 3.983 1.981 2.559
4 H 1.695 1.608 4.653
5 H 1.058 1.466 3.134
6 H 1.881 -0.028 3.944
7 C -2.242 4.485 1.002
8 C -1.790 3.258 1.600
9 N -1.294 2.276 2.043
10 H -2.046 5.224 1.684
11 H -1.685 4.900 0.100
12 H -3.378 4.374 0.701
13 C 0.745 -3.858 -1.535
14 C 1.059 -5.263 -2.053
15 N 1.374 -6.257 -2.439
16 H 1.475 -3.266 -1.054
17 H 0.248 -3.328 -2.250
18 H -0.275 -3.885 -0.953
19 C 2.301 -0.445 -4.150
20 C 3.007 0.682 -3.450
21 N 3.601 1.496 -2.965
22 H 2.128 -0.351 -5.255
23 H 2.889 -1.438 -4.281
24 H 1.504 -0.694 -3.652
25 C -3.779 1.615 -0.916
26 C -2.866 1.399 -2.128
27 N -2.132 1.298 -3.036
28 H -4.823 2.014 -1.157
29 H -3.712 0.650 -0.214
30 H -3.304 2.321 -0.236
31 C -1.089 -2.881 2.506
32 C -1.625 -1.667 1.717
33 N -2.150 -0.895 1.092
34 H -1.281 -3.066 3.599
35 H -1.380 -3.884 2.231
36 H 0.127 -2.652 2.610
37 C 1.469 -0.148 0.559
38 C 0.590 0.377 -0.481
39 O -0.171 -0.644 -1.099
40 H 2.163 -0.737 0.145
41 H 0.705 -0.498 1.212
42 H 2.173 0.435 1.000
43 H 1.230 0.951 -1.211
44 H -0.164 1.008 0.147
45 H -1.060 -0.606 -0.717